This record from OMol25 describes 2 unconnected molecules or ions with the total composition C25H27F3N2O5S4. The level of theory is ωB97M-V with the def2-TZVPD basis set.

Properties
charge = 0
HOMO level = -7.51 eV
orbital gap = 0.258 Eh
LUMO level = -0.5 eV

Last column: Mulliken charge in e.
Geometry (Å):
C: 4.755 3.317 0.057  -1.04
N: 4.340 2.159 0.826  0.24
C: 5.304 1.821 1.863  -1.05
C: 3.189 1.408 0.533  -0.08
C: 3.118 0.638 -0.657  -0.02
C: 2.003 -0.136 -0.949  -0.74
C: 0.872 -0.134 -0.107  0.25
C: -0.360 -0.932 -0.496  0.56
C: -1.449 -1.119 0.442  -0.52
S: -2.986 -1.165 -0.263  0.21
C: -4.155 -0.647 1.028  -0.30
C: -3.141 0.374 -1.272  -1.02
O: -0.463 -1.369 -1.674  -0.74
C: 0.894 0.701 1.022  -0.65
C: 2.042 1.411 1.372  -0.48
H: 4.153 3.430 -0.850  0.34
H: 4.657 4.232 0.667  0.29
H: 5.818 3.208 -0.212  0.32
H: 5.165 0.785 2.190  0.31
H: 6.333 1.934 1.480  0.33
H: 5.227 2.488 2.736  0.31
H: 3.973 0.654 -1.331  0.44
H: 2.013 -0.770 -1.835  0.39
H: -1.346 -0.976 1.514  0.42
H: -5.150 -0.542 0.572  0.43
H: -4.165 -1.419 1.802  -0.36
H: -3.830 0.317 1.434  0.42
H: -4.145 0.338 -1.709  0.39
H: -3.066 1.264 -0.629  0.31
H: -2.384 0.369 -2.066  0.38
H: -0.009 0.752 1.636  0.36
H: 2.064 2.041 2.266  0.38
F: -1.384 -4.614 5.448  -0.24
C: -2.103 -5.768 5.373  0.77
F: -1.523 -6.696 6.161  -0.19
F: -3.365 -5.513 5.847  -0.21
S: -2.227 -6.243 3.563  -0.05
N: -3.521 -7.354 3.849  -0.14
S: -3.345 -9.060 4.560  1.19
C: -4.064 -9.340 6.228  0.38
C: -3.205 -9.974 7.128  -0.48
C: -3.643 -10.266 8.420  -0.58
C: -4.941 -9.922 8.803  -0.34
C: -5.827 -9.382 7.865  -0.66
C: -5.390 -9.082 6.571  -0.34
O: -4.070 -9.813 3.570  -0.58
O: -1.923 -9.200 4.730  -0.60
S: -5.039 -6.961 3.138  1.33
C: -5.082 -5.200 3.425  0.26
C: -5.983 -4.719 4.376  -0.51
C: -5.847 -3.400 4.827  -0.58
C: -4.811 -2.603 4.323  -0.38
C: -3.941 -3.092 3.342  -1.07
C: -4.161 -4.354 2.798  -0.62
O: -4.997 -7.275 1.740  -0.63
O: -6.028 -7.519 4.025  -0.64
H: -2.195 -10.241 6.827  0.44
H: -2.969 -10.766 9.112  0.37
H: -5.279 -10.102 9.824  0.37
H: -6.867 -9.191 8.132  0.38
H: -6.053 -8.657 5.825  0.55
H: -6.746 -5.384 4.776  0.48
H: -6.544 -3.016 5.578  0.38
H: -4.679 -1.580 4.682  0.41
H: -3.075 -2.515 2.990  0.91
H: -3.640 -4.657 1.886  0.56


This record from OMol25 describes 2 unconnected molecules or ions with the total composition C3H9NO. The level of theory is ωB97M-V with the def2-TZVPD basis set.

Properties
charge = 0
structure (SMILES) = C/C=C/N.O
HOMO level = -8.08 eV
orbital gap = 0.334 Eh
LUMO level = 1.0 eV

Last column: Mulliken charge in e.
Geometry (Å):
C: 1.641 0.493 -1.934  -0.85
C: 0.559 1.599 -1.873  -0.13
C: -0.211 1.577 -0.731  -0.19
N: -1.221 2.507 -0.400  -0.60
H: 1.511 -0.110 -0.962  0.25
H: 2.490 1.054 -2.334  0.30
H: 1.411 -0.266 -2.761  0.21
H: 0.094 2.166 -2.740  0.30
H: -0.131 0.716 -0.075  0.18
H: -1.311 2.365 0.661  0.27
H: -0.931 3.449 -0.470  0.27
H: -2.069 -5.156 4.605  0.31
H: -0.651 -4.987 4.219  0.29
O: -1.180 -5.407 4.794  -0.61


This record from OMol25 describes a molecular structure, C20H15Cl5CuN2O4. The level of theory is ωB97M-V with the def2-TZVPD basis set.

Properties
charge = 0
HOMO level (alpha / beta) = -7.96 / -7.97 eV
2S+1 = 2
orbital gap (alpha / beta) = 0.244 / 0.211 Eh
LUMO level (alpha / beta) = -1.3 / -2.2 eV

Last column: Mulliken charge in e.
Geometry (Å):
Cu: -1.205 0.074 -0.865  -0.02
C: -1.146 -0.724 5.391  -0.95
O: -1.065 -0.314 4.031  -0.34
C: 0.128 -0.267 3.394  0.44
C: 1.313 -0.508 4.059  -0.19
C: 2.687 -0.536 3.837  -0.82
C: 3.640 -0.401 2.779  -0.13
C: 3.677 -0.575 1.459  -0.77
C: -0.177 0.052 2.033  0.98
N: -0.747 0.145 1.043  -0.14
N: 3.247 -0.105 -1.131  -0.85
C: 2.906 1.059 -1.465  0.94
C: 2.174 1.984 -0.483  0.65
O: 1.835 1.547 0.604  -0.42
C: 1.973 3.374 -0.867  -1.03
C: 2.448 3.837 -2.028  -0.75
C: 3.128 3.003 -3.011  0.85
C: 3.546 3.547 -4.222  -0.80
C: 4.172 2.756 -5.170  -0.55
C: 4.387 1.408 -4.912  -0.61
C: 3.976 0.855 -3.710  -0.44
C: 3.346 1.645 -2.759  0.35
H: -0.626 -0.024 6.047  0.38
H: -0.747 -1.732 5.517  0.40
H: -2.206 -0.718 5.622  0.24
H: 1.119 -0.720 5.102  0.35
H: 3.212 -0.666 4.777  0.26
H: 4.631 -0.158 3.155  0.33
H: 4.515 -0.427 0.800  0.63
H: 1.433 4.000 -0.171  0.44
H: 2.298 4.878 -2.291  0.33
H: 3.366 4.597 -4.420  0.39
H: 4.487 3.186 -6.111  0.40
H: 4.870 0.786 -5.653  0.39
H: 4.122 -0.195 -3.500  0.45
Cl: -2.835 -1.614 -1.161  -0.04
C: -3.951 -1.254 -2.518  -0.31
Cl: -3.441 0.132 -3.457  -0.12
H: -4.925 -1.059 -2.086  0.30
H: -3.958 -2.136 -3.146  0.30
Cl: -0.223 1.428 -2.282  -0.34
C: 2.258 -2.572 0.208  0.28
Cl: 3.721 -3.419 0.184  -0.11
Cl: 2.255 -0.993 0.508  0.57
C: 0.836 -3.222 -0.097  0.23
O: 0.896 -4.423 -0.264  -0.67
O: -0.043 -2.351 -0.064  -0.48


Calculated values (a.u.) of E_tot for the records, taken in order: -3346.7152; -249.6233; -5122.7079.
Calculated values (eV Å⁻¹) of maximum force for the records, taken in order: 3.02; 4.96; 0.83.
Calculated values (kJ/mol) of ΔE to the lowest compared entry with this formula, charge and spin for the records, taken in order: 0.0; 237.3; 916.4.